Entry from OMol25: an isolated molecule of C6H12O (wB97M-V/def2-TZVPD).

CARTESIAN COORDINATES (ANGSTROEM)
1 C -1.504 1.088 1.833
2 C -0.071 0.995 1.328
3 O 0.115 -0.266 0.776
4 C 1.396 -0.568 0.174
5 C 1.006 -1.301 -1.053
6 C 0.516 -0.644 -2.290
7 C -0.585 -0.521 -1.352
8 H -1.637 2.004 2.416
9 H -2.234 1.095 1.014
10 H -1.728 0.227 2.470
11 H 0.641 1.083 2.150
12 H 0.133 1.809 0.601
13 H 1.953 0.361 -0.022
14 H 1.959 -1.173 0.899
15 H 1.031 -2.397 -1.000
16 H 0.991 0.291 -2.563
17 H 0.325 -1.330 -3.096
18 H -0.941 0.498 -1.080
19 H -1.366 -1.250 -1.204

Cartesian forces, eV/Å:
0.02 0.03 0.06
0.16 0.32 0.50
0.49 -0.18 1.52
-0.39 0.43 0.31
-1.81 0.42 0.45
0.05 0.05 -0.99
0.18 -0.71 -0.59
-0.02 -0.11 -0.07
0.23 -0.02 0.09
0.05 0.14 -0.05
0.00 0.56 0.30
0.03 -0.27 0.07
-0.14 -0.03 0.01
0.03 0.09 -0.37
-0.40 0.56 -0.10
0.02 -0.01 -0.27
0.47 -0.12 -0.56
0.96 -0.92 0.33
0.05 -0.21 -0.65

As for the spin multiplicity: 1. The energy above the lowest of the compared OMol25 structures with the same formula, charge and spin comes out at 86.5 kcal per mole. As for the SMILES: CCOCC1CC1. The HOMO energy comes out at -7.741 eV. The value obtained for the energy is -310.9214 a.u. The total charge is 0.